# 1
Below is a 13-piece molecular cluster, C36H50BrFI2N13O overall in a non-equilibrium geometry, with properties calculated with ωB97M-V with the def2-TZVPD basis set.

Results
Electronic energy   -148512.3310 eV
HOMO   -12.0720 eV
Net charge   +1
Spin multiplicity   1

Geometry (Å):
C  -1.667  4.597  -0.136
C  -0.916  3.547  -0.817
I  0.869  4.201  -1.618
C  -1.309  2.294  -1.019
I  -3.241  1.710  -0.499
C  -0.595  1.289  -1.712
C  -0.492  1.357  -3.089
C  0.158  0.379  -3.818
Br  0.284  0.509  -5.622
C  0.687  -0.714  -3.191
O  1.387  -1.711  -3.810
C  0.539  -0.745  -1.792
F  0.957  -1.794  -1.081
N  -0.060  0.235  -1.064
C  -0.085  0.043  0.416
C  1.257  0.059  1.041
C  1.844  1.429  1.009
C  1.148  -0.495  2.448
H  -1.091  5.489  -0.051
H  -1.986  4.267  0.832
H  -2.536  4.837  -0.715
H  -0.917  2.195  -3.576
H  0.808  -2.391  -4.171
H  -0.714  0.799  0.839
H  -0.549  -0.905  0.577
H  1.935  -0.593  0.531
H  1.838  1.853  0.027
H  2.873  1.357  1.292
H  1.369  2.085  1.706
H  0.220  -1.002  2.594
H  1.274  0.293  3.161
H  1.932  -1.173  2.606
C  4.806  -2.016  -1.660
C  4.785  -0.892  -0.752
N  4.773  -0.002  -0.038
H  5.730  -2.574  -1.526
H  3.962  -2.673  -1.458
H  4.748  -1.663  -2.688
C  -1.606  8.636  -2.197
C  -2.618  7.980  -1.398
N  -3.448  7.493  -0.782
H  -2.012  9.556  -2.614
H  -0.743  8.870  -1.577
H  -1.300  7.986  -3.013
C  -6.040  0.911  -3.372
C  -7.303  0.422  -3.878
N  -8.289  -0.007  -4.254
H  -5.262  0.771  -4.120
H  -6.121  1.969  -3.132
H  -5.774  0.360  -2.473
C  3.933  -4.456  3.035
C  3.519  -3.283  3.765
N  3.192  -2.355  4.343
H  4.961  -4.336  2.698
H  3.889  -5.322  3.690
H  3.282  -4.610  2.175
C  7.410  0.606  3.676
C  7.228  -0.774  3.294
N  7.117  -1.870  2.995
H  8.441  0.903  3.498
H  6.739  1.230  3.095
H  7.185  0.723  4.734
C  7.576  -3.761  6.075
C  6.623  -4.750  5.630
N  5.870  -5.532  5.277
H  7.371  -2.813  5.581
H  7.508  -3.630  7.152
H  8.582  -4.074  5.821
C  -1.725  0.768  4.570
C  -0.983  1.927  4.152
N  -0.390  2.836  3.800
H  -2.791  0.943  4.439
H  -1.429  -0.079  3.955
H  -1.522  0.550  5.615
C  -9.867  -2.626  -2.749
C  -9.971  -3.449  -1.565
N  -10.023  -4.096  -0.627
H  -9.991  -3.233  -3.644
H  -10.637  -1.858  -2.740
H  -8.894  -2.144  -2.775
C  0.690  -6.689  1.718
C  0.294  -5.485  2.417
N  -0.021  -4.535  2.962
H  1.719  -6.602  1.377
H  0.613  -7.543  2.387
H  0.040  -6.850  0.861
C  -10.484  -0.854  -7.041
C  -10.925  -2.077  -6.413
N  -11.242  -3.050  -5.909
H  -10.812  -0.816  -8.078
H  -10.892  0.000  -6.505
H  -9.399  -0.806  -7.000
C  11.462  -4.056  3.815
C  10.956  -3.025  4.693
N  10.553  -2.209  5.380
H  12.407  -3.738  3.382
H  11.619  -4.974  4.376
H  10.746  -4.241  3.018
C  -5.760  7.562  -3.969
C  -5.024  8.708  -4.456
N  -4.418  9.605  -4.813
H  -6.826  7.779  -3.961
H  -5.577  6.706  -4.614
H  -5.435  7.327  -2.957

Atomic forces in eV per Å
-0.3 0.1 0.0
0.3 -0.6 -0.4
0.7 0.1 -0.3
-0.9 1.3 1.2
-0.3 -0.1 0.2
0.8 -0.9 -1.5
0.2 -0.5 0.6
-0.4 0.6 0.3
0.1 0.1 -1.3
0.5 -1.4 1.8
-0.1 0.5 0.4
0.0 -0.2 0.2
-0.3 0.7 -1.0
0.7 -1.2 -0.6
-0.5 -0.3 -0.5
0.5 0.2 0.3
0.5 0.0 0.2
-0.2 0.8 -0.4
0.3 0.6 0.3
-0.2 -0.1 0.7
-0.7 0.2 -0.3
-0.3 0.6 -0.4
-0.1 0.0 -0.1
-0.3 0.5 0.1
-0.5 -0.7 0.0
0.3 -0.4 -0.6
0.0 0.4 -0.7
0.8 0.1 0.2
-0.6 0.6 0.4
-0.7 -0.5 0.4
-0.2 0.4 0.6
0.9 -1.0 0.4
0.0 -0.3 -0.2
0.0 -0.3 -0.3
-0.1 0.7 0.6
0.0 0.0 0.0
0.0 0.0 0.0
0.0 0.0 0.0
0.3 0.2 -0.1
0.1 0.3 -0.2
-0.5 -0.5 0.4
0.0 0.0 0.0
0.0 0.0 0.0
0.0 0.0 0.0
0.3 0.2 0.1
0.5 0.1 0.2
-0.9 -0.3 -0.4
0.0 0.0 0.0
0.0 0.0 0.0
0.0 0.0 0.0
0.1 -0.4 -0.2
0.2 -0.4 -0.2
-0.2 0.8 0.5
0.0 0.0 0.0
0.0 0.0 0.0
0.0 0.0 0.0
0.0 0.3 0.1
0.2 0.2 0.1
-0.2 -0.8 -0.2
0.0 0.0 0.0
0.0 0.1 0.0
0.0 0.0 0.0
0.1 0.3 0.1
0.2 0.3 0.2
-0.6 -0.6 -0.3
0.0 0.0 0.0
0.0 0.0 0.0
0.1 0.0 0.0
-0.3 -0.4 0.1
-0.1 -0.2 0.1
0.5 0.7 -0.4
0.0 0.0 0.0
0.0 -0.1 0.1
0.0 -0.1 0.0
0.0 0.1 -0.3
0.1 0.3 -0.4
0.0 -0.5 0.8
0.0 0.0 0.0
0.0 0.0 0.0
0.0 0.1 0.0
0.1 -0.3 -0.1
0.1 -0.4 -0.3
-0.2 0.9 0.4
0.0 0.0 0.0
0.0 0.0 0.0
0.0 0.0 0.0
0.1 0.3 -0.1
0.2 0.4 -0.3
-0.3 -0.8 0.4
0.0 0.0 0.0
0.0 0.1 0.0
0.0 0.1 0.0
0.1 -0.2 -0.2
0.2 -0.3 -0.3
-0.4 0.7 0.6
0.0 0.0 0.0
0.0 0.0 0.0
0.0 0.0 0.0
-0.2 -0.3 0.1
-0.2 -0.4 0.2
0.6 0.7 -0.3
0.0 0.0 0.0
0.0 0.0 0.0
0.0 0.0 0.0

Atomic partial charges in e from the Löwdin method, atoms 1 to 5: atom 1 (C): -0.1962, atom 2 (C): -0.7846, atom 3 (I): 1.0758, atom 4 (C): -0.7650, atom 5 (I): 1.0619

---

# 2
Below is a 6-piece molecular cluster, C36H50BrN7O3 overall in a non-equilibrium geometry, with properties calculated with ωB97M-V with the def2-TZVPD basis set.

Results
Electronic energy   -124757.0727 eV
HOMO   -8.0038 eV
Spin multiplicity   1

Geometry (Å):
C  -0.223  -1.643  -1.464
C  -0.799  -2.312  -2.722
C  -1.536  -1.333  -3.613
Br  -1.290  -1.815  -5.539
N  -2.916  -1.139  -3.242
C  -3.791  -2.290  -3.449
C  -4.809  -2.487  -2.322
C  -4.281  -2.092  -0.958
O  -6.020  -1.825  -2.643
C  -7.190  -2.568  -2.308
C  -8.329  -1.601  -2.209
C  -9.122  -1.322  -3.323
C  -10.148  -0.383  -3.226
C  -10.393  0.290  -2.032
C  -9.607  -0.005  -0.917
C  -8.578  -0.941  -1.006
C  -3.420  0.030  -3.877
O  -4.133  0.053  -4.820
O  -2.951  1.148  -3.275
C  -4.042  1.972  -2.797
C  -3.453  3.048  -1.910
N  -4.526  3.718  -1.193
H  -0.840  -1.799  -0.586
H  -0.067  -0.582  -1.638
H  0.742  -2.094  -1.251
H  -1.395  -3.181  -2.460
H  0.037  -2.694  -3.299
H  -1.050  -0.370  -3.521
H  -4.342  -2.231  -4.385
H  -3.200  -3.198  -3.498
H  -4.998  -3.565  -2.284
H  -5.034  -2.226  -0.187
H  -3.910  -1.072  -0.941
H  -3.441  -2.745  -0.720
H  -7.372  -3.302  -3.095
H  -7.042  -3.082  -1.358
H  -8.937  -1.831  -4.256
H  -10.750  -0.156  -4.094
H  -11.179  1.023  -1.969
H  -9.786  0.511  0.015
H  -7.973  -1.148  -0.135
H  -4.585  2.414  -3.628
H  -4.722  1.352  -2.216
H  -2.735  2.598  -1.233
H  -2.886  3.719  -2.561
H  -4.235  4.024  -0.279
H  -4.884  4.509  -1.704
N  3.721  -2.273  -0.124
C  3.686  -3.182  0.900
C  3.674  -2.487  2.078
C  3.701  -1.103  1.751
C  3.729  -1.004  0.386
H  3.741  -2.503  -1.100
H  3.672  -4.240  0.702
H  3.650  -2.920  3.064
H  3.697  -0.273  2.439
H  3.753  -0.145  -0.262
N  -0.207  -0.281  -8.634
C  -1.360  -0.141  -9.353
C  -1.017  0.173  -10.641
C  0.403  0.224  -10.700
C  0.872  -0.062  -9.446
H  -0.163  -0.509  -7.657
H  -2.322  -0.277  -8.888
H  -1.705  0.348  -11.451
H  1.008  0.444  -11.564
H  1.876  -0.128  -9.064
N  6.204  -1.075  4.486
C  7.202  -1.987  4.287
C  7.752  -2.284  5.505
C  7.054  -1.521  6.481
C  6.104  -0.789  5.819
H  5.632  -0.679  3.762
H  7.435  -2.345  3.298
H  8.563  -2.970  5.679
H  7.231  -1.512  7.544
H  5.371  -0.090  6.181
N  4.659  0.987  8.669
C  4.245  1.964  7.805
C  4.337  3.164  8.457
C  4.831  2.902  9.764
C  5.021  1.549  9.862
H  4.695  0.006  8.460
H  3.923  1.724  6.807
H  4.082  4.125  8.041
H  5.025  3.622  10.540
H  5.381  0.942  10.675
N  7.290  4.988  6.384
C  7.846  5.435  5.215
C  8.216  4.339  4.483
C  7.869  3.186  5.240
C  7.298  3.621  6.406
H  6.932  5.573  7.115
H  7.929  6.488  5.006
H  8.685  4.360  3.513
H  8.021  2.156  4.962
H  6.898  3.079  7.246

Atomic forces in eV per Å
-0.1 -0.4 -0.2
0.6 -0.1 -0.1
-0.4 0.3 1.1
-0.1 -0.2 -0.1
0.2 -0.3 -1.2
-0.3 -0.4 0.3
0.0 -0.3 0.0
0.2 -0.1 0.0
0.1 0.2 0.1
0.2 0.4 -0.2
-0.3 0.0 0.0
-0.2 0.3 0.6
0.1 0.0 0.1
0.5 -0.5 0.0
0.1 -0.1 -0.3
-0.5 0.3 -0.3
0.6 0.5 0.6
-1.0 -0.2 -0.6
0.0 0.1 0.3
0.2 0.0 0.2
0.1 0.1 -0.6
0.0 -0.2 0.1
-0.2 0.2 0.1
0.0 0.2 0.2
0.1 0.0 0.2
-0.2 0.0 -0.1
0.1 -0.1 -0.1
0.1 0.1 -0.3
0.1 0.2 -0.2
0.3 0.0 0.0
-0.1 -0.1 -0.1
-0.1 0.0 0.1
-0.1 0.2 0.0
0.1 0.0 0.1
-0.1 -0.2 0.0
0.0 -0.1 0.1
0.0 -0.1 -0.1
-0.1 0.0 -0.1
-0.1 0.1 0.0
0.0 0.0 0.1
0.1 -0.1 0.1
-0.1 -0.1 -0.2
-0.1 -0.1 0.0
-0.1 -0.1 0.3
0.2 0.1 0.1
0.0 0.1 0.0
0.0 0.1 0.0
0.0 0.0 0.1
0.0 0.0 -0.1
0.0 0.0 0.1
0.0 0.0 0.1
0.0 0.0 -0.1
0.0 0.0 0.0
0.0 0.0 0.0
0.0 0.0 0.0
-0.1 0.0 0.0
0.0 0.0 0.0
0.0 0.0 0.0
0.0 0.0 0.0
0.0 0.0 0.0
0.0 0.0 0.0
0.0 0.0 0.0
0.0 0.0 0.0
0.0 0.0 0.0
0.0 0.0 0.0
0.0 0.0 0.0
0.0 0.0 0.0
0.0 0.0 0.0
0.0 0.0 0.0
0.0 0.0 0.0
0.0 0.0 0.0
0.0 0.0 0.0
0.0 0.0 0.0
0.0 0.0 0.0
0.0 0.0 0.0
0.0 0.0 0.0
0.0 0.1 0.0
0.0 0.0 0.0
0.0 -0.1 0.0
0.0 0.1 0.0
0.0 0.0 0.0
0.0 -0.1 0.0
0.0 0.0 0.0
0.0 0.0 0.0
0.0 0.0 0.0
0.0 0.0 0.0
0.0 0.0 0.0
0.0 0.0 -0.1
0.0 0.0 0.0
0.0 0.0 0.0
0.0 0.0 0.0
0.0 -0.1 0.1
0.0 0.0 0.0
0.0 0.0 0.0
0.0 0.0 0.0
0.0 0.0 0.0
0.0 0.0 0.0

Atomic partial charges in e from the Löwdin method, atoms 1 to 5: atom 1 (C): -0.0701, atom 2 (C): -0.2670, atom 3 (C): -0.6321, atom 4 (Br): 0.7389, atom 5 (N): -0.0474